Entry 1:
A molecular structure, C11H28ClINO2P2Pr in a non-equilibrium geometry. Source: OMol25; level of theory: ωB97M-V/def2-TZVPD.

Last column: Mulliken spin population.
Positions of all 47 atoms, in Å:
H1 -4.800 0.773 0.597  0.000
P1 2.962 -0.161 -0.370  -0.003
H2 -0.509 -1.201 2.512  -0.001
I1 -0.029 -1.595 -3.333  -0.010
H3 -0.533 2.325 3.819  0.000
O1 -0.125 0.639 1.665  0.000
C1 3.492 -1.776 0.340  0.000
Cl1 0.089 -2.454 0.483  -0.012
H4 4.564 -1.917 0.122  0.000
H5 -3.222 -1.707 1.417  0.000
C2 -3.389 -1.712 0.328  0.000
C3 -3.732 1.035 0.648  0.000
H6 0.086 1.321 -7.665  0.000
H7 -3.385 0.983 1.688  0.000
H8 4.996 0.672 0.609  0.000
H9 3.604 0.881 1.728  0.000
C4 -0.283 -0.135 2.668  -0.001
H10 1.194 1.844 3.947  0.000
H11 3.804 1.987 0.336  0.000
H12 -2.832 -2.556 -0.106  0.000
N1 -0.199 0.245 3.937  0.000
H13 -3.797 1.017 -2.273  0.000
H14 1.022 0.317 -6.434  0.000
H15 -1.569 -1.062 4.905  0.000
P2 -2.809 -0.125 -0.402  -0.001
H16 -0.860 0.332 -6.429  0.000
H17 -4.818 -0.335 -1.683  0.000
H18 3.464 -0.685 -2.682  0.000
H19 3.325 -1.768 1.431  0.000
H20 -0.407 -0.222 5.973  0.000
H21 3.933 0.976 -2.251  0.000
H22 -3.588 2.056 0.272  0.000
C5 3.924 -0.064 -1.909  -0.001
H23 2.898 -2.596 -0.093  0.000
H24 -4.465 -1.810 0.111  0.000
C6 3.937 0.956 0.686  0.000
C7 -3.798 -0.021 -1.923  -0.001
H25 -3.365 -0.658 -2.699  0.000
O2 0.102 2.712 -4.735  0.000
C8 0.085 0.913 -6.625  0.000
C9 -0.523 -0.718 5.004  0.000
H26 0.152 -1.592 4.968  0.000
C10 0.171 1.617 4.268  0.000
Pr1 0.069 -0.124 -0.776  2.029
C11 0.099 2.075 -5.723  0.000
H27 0.124 1.715 5.346  0.000
H28 4.945 -0.397 -1.701  0.000

For the maximum force, the calculation gives 6.99 eV/A. The spin multiplicity is 3. As for the charge: +2. The gap between HOMO and LUMO (spin up / spin down) comes out at 5.999 / 6.019 eV. As for the LUMO energy (spin up / spin down): -8.434 / -8.434 eV. The calculation puts the highest occupied orbital energy (spin up / spin down) at -14.43 / -14.45 eV. The expectation value of S² is 2.00.

=====

Entry 2:
C14H19ClN2O4 in the gas phase. Source: OMol25; level of theory: ωB97M-V/def2-TZVPD.

Last column: Mulliken charge in e.
Positions of all 40 atoms, in Å:
H1 3.502 -5.774 0.285  0.405
C1 -4.754 2.891 0.488  -0.623
C2 0.304 1.274 0.306  -0.395
H2 0.304 -0.351 -1.116  0.316
C3 3.617 -4.856 0.857  -1.400
C4 -3.950 3.343 -0.554  0.807
H3 5.576 -5.065 -1.051  0.408
Cl1 -6.457 5.646 -2.627  -0.215
H4 -3.872 4.555 -2.331  0.370
H5 1.298 1.608 0.003  0.337
H6 -4.340 2.232 1.232  0.478
C5 -4.485 4.197 -1.517  -0.699
H7 4.738 -1.661 0.134  0.415
C6 -6.617 4.143 -0.392  -0.593
O1 2.975 -1.982 1.149  -0.434
H8 6.281 -4.255 0.349  0.350
H9 -7.647 4.456 -0.335  0.417
O2 -2.227 1.576 1.096  -0.629
H10 4.825 -2.551 1.686  0.383
H11 0.845 -1.222 1.655  0.248
H12 -2.115 3.370 -1.476  0.183
H13 3.565 -3.601 -0.888  0.223
O3 2.656 -1.059 -0.898  -0.635
C7 2.259 -1.335 0.205  0.677
C8 0.109 -0.209 -0.051  -0.705
H14 4.268 -5.056 1.706  0.333
N1 -2.611 2.978 -0.687  -0.072
C9 4.269 -2.432 0.754  -0.824
C10 -5.809 4.586 -1.426  0.231
H15 -0.918 -0.503 0.180  0.397
N2 1.016 -1.058 0.675  -0.171
H16 2.642 -4.557 1.233  0.325
H17 -6.694 2.942 1.369  0.371
C11 5.609 -4.131 -0.498  -1.609
C12 4.211 -3.755 -0.017  0.864
H18 0.168 1.417 1.384  0.340
H19 6.012 -3.359 -1.149  0.397
C13 -6.075 3.295 0.558  -0.486
O4 -0.611 2.102 -0.397  -0.470
C14 -1.868 2.159 0.107  0.682

For the maximum force, the calculation gives 0.62 eV/A. The energy above the lowest of the compared OMol25 structures with the same formula, charge and spin comes out at 0.0 kcal per mole. As for the structure (SMILES): CC(C)COC(=O)NCCOC(=O)Nc1cccc(Cl)c1. The gap between HOMO and LUMO comes out at 9.489 eV. As for the LUMO energy: 0.676 eV. The calculation puts the highest occupied orbital energy at -8.81 eV.

=====

Entry 3:
C15H8BrN3O4 in the gas phase in a non-equilibrium geometry. Source: OMol25; level of theory: ωB97M-V/def2-TZVPD.

Last column: Mulliken charge in e.
Positions of all 31 atoms, in Å:
H1 1.135 4.142 4.426  0.248
H2 -1.396 -4.771 -1.883  0.396
O1 1.302 0.063 -4.158  -0.557
H3 -0.513 -1.890 -4.931  0.439
N1 0.344 0.037 -3.366  0.917
C1 -0.932 -3.493 -3.526  -0.534
C2 -0.996 -3.803 -2.164  -0.700
C3 1.839 1.042 0.389  -0.739
H4 2.805 1.568 0.413  0.469
C4 -0.129 -1.242 -2.965  0.285
N2 0.280 3.562 4.428  -0.427
C5 1.552 0.023 -0.524  -0.274
C6 0.111 2.586 3.445  0.594
C7 0.290 -0.636 -0.519  -0.019
C8 -1.377 0.857 2.476  0.606
H5 -0.665 -3.086 -0.194  0.425
N3 -0.569 -0.394 0.477  -0.470
C9 -0.528 -2.190 -3.905  -0.523
Br1 -2.400 2.300 4.800  -0.177
C10 -0.609 -2.848 -1.254  -0.429
C11 -0.159 -1.572 -1.587  0.616
C12 0.887 1.304 1.362  0.535
H6 -0.547 3.896 4.967  0.137
O2 2.252 2.856 2.460  -0.643
O3 -2.438 0.267 2.637  -0.606
O4 -0.200 1.028 -2.901  -0.503
C13 -0.350 0.561 1.386  -0.142
H7 2.246 -0.239 -1.323  0.464
C14 -1.101 1.931 3.444  -0.353
H8 -1.277 -4.180 -4.293  0.372
C15 1.143 2.323 2.383  0.592

For the maximum force, the calculation gives 3.18 eV/A. As for the structure (SMILES): NC1=C(Br)C(=O)c2nc(-c3ccccc3[N+](=O)[O-])ccc2C1=O. The gap between HOMO and LUMO comes out at 7.312 eV. As for the LUMO energy: -1.586 eV. The calculation puts the highest occupied orbital energy at -8.90 eV.

=====

Entry 4:
2 unconnected molecules or ions with the total composition C20H17F3O8S in a non-equilibrium geometry. Source: OMol25; level of theory: ωB97M-V/def2-TZVPD.

Last column: Mulliken charge in e.
Positions of all 49 atoms, in Å:
C1 -2.892 -0.348 -0.525  0.529
H1 3.385 -3.210 2.661  0.252
C2 4.192 3.115 -0.156  0.674
C3 -0.244 2.232 -1.195  -0.352
C4 3.237 -3.552 0.502  -0.765
H2 5.553 -3.917 2.828  0.327
C5 -4.371 -0.400 -0.406  0.182
C6 -0.862 1.022 -0.927  -0.661
C7 -5.001 -1.628 -0.234  -0.510
C8 -1.005 3.392 -1.316  -0.595
C9 -2.242 0.963 -0.778  0.306
H3 -8.211 -0.564 -0.026  0.397
C10 -3.004 2.128 -0.879  0.390
H4 2.370 -4.206 0.702  0.302
O1 2.011 0.052 0.740  -0.162
H5 2.342 -2.335 -1.141  0.355
H6 0.776 -1.585 0.327  0.283
H7 -6.870 -2.645 0.022  0.402
H8 0.832 2.273 -1.314  0.468
F1 4.803 3.645 0.889  -0.205
O2 3.685 0.856 -1.455  -0.528
C11 3.075 0.359 1.518  0.497
C12 1.785 -1.392 0.745  -0.370
C13 -6.380 -1.687 -0.105  -0.483
H9 -2.969 4.245 -1.246  0.473
H10 4.507 -2.192 1.641  0.166
F2 4.703 3.705 -1.240  -0.200
H11 3.739 -1.603 -0.266  0.133
C14 4.068 -3.210 1.781  -0.155
H12 -0.522 4.336 -1.535  0.417
F3 2.890 3.404 -0.174  -0.167
S1 4.522 1.305 -0.390  1.138
H13 -7.102 1.615 -0.343  0.467
H14 3.933 -4.008 -0.232  0.366
C15 -5.130 0.770 -0.461  0.098
H15 -0.267 0.123 -0.839  0.380
O3 -2.225 -1.361 -0.423  -0.680
C16 2.800 -2.181 -0.146  -0.356
C17 -6.512 0.708 -0.314  -0.549
C18 -2.381 3.341 -1.154  -0.632
O4 5.162 -4.109 1.963  -0.546
O5 4.395 0.464 1.012  -0.260
H16 1.779 -1.765 1.789  0.341
C19 -4.478 2.086 -0.693  0.598
H17 -4.417 -2.539 -0.204  0.459
O6 2.929 0.509 2.662  -0.463
O7 5.886 1.203 -0.793  -0.635
C20 -7.134 -0.517 -0.136  -0.465
O8 -5.138 3.105 -0.737  -0.665

For the maximum force, the calculation gives 4.45 eV/A. As for the structure (SMILES): O=C(OCCCCO)OS(=O)(=O)C(F)(F)F.O=C1c2ccccc2C(=O)c2ccccc21. The gap between HOMO and LUMO comes out at 8.838 eV. As for the LUMO energy: -1.056 eV. The calculation puts the highest occupied orbital energy at -9.89 eV.